w) This record from the OMol25 dataset describes a 3-piece molecular cluster, C2H11NO3 overall. The level of theory is ωB97M-V/def2-TZVPD.

```
17
Properties=species:S:1:pos:R:3:lowdin_charge:R:1
N 1.26 -0.50 1.02 -0.03
C -0.20 -0.02 1.26 -0.20
C -0.54 1.26 0.49 -0.26
O -1.56 1.95 1.23 -0.07
H 1.90 0.02 1.59 0.05
H 1.32 -1.50 1.03 0.06
H -0.83 -0.86 0.94 0.10
H -0.03 0.11 2.33 0.10
H 0.37 1.84 0.48 0.11
H -0.88 1.02 -0.53 0.11
H -1.27 2.84 1.42 0.08
O -1.14 -1.66 -1.50 -0.07
H -0.29 -1.24 -1.67 -0.01
H -1.85 -1.33 -2.09 0.05
O 1.82 -0.87 -1.94 -0.08
H 2.12 -0.12 -2.46 0.04
H 2.21 -0.54 -1.10 0.02
```

Results
frontier orbital gap	10.0	eV
highest occupied orbital energy	-9.203	eV

---

x) This record from the OMol25 dataset describes a 3-piece molecular cluster, C2H11NO3 overall. The level of theory is ωB97M-V/def2-TZVPD.

```
17
Properties=species:S:1:pos:R:3:lowdin_charge:R:1
N -1.28 0.62 -1.64 -0.01
C -1.22 1.28 -0.32 -0.25
C -1.21 0.33 0.86 -0.24
O -0.04 0.39 1.67 -0.10
H -0.42 0.10 -1.74 0.05
H -2.09 0.03 -1.76 0.06
H -2.06 1.97 -0.27 0.10
H -0.30 1.85 -0.36 0.11
H -1.30 -0.71 0.55 0.12
H -2.10 0.42 1.51 0.12
H -0.03 1.10 2.32 0.10
O 2.16 -1.27 1.15 -0.07
H 1.41 -0.77 1.51 0.01
H 1.78 -2.16 1.07 0.07
O 2.20 -1.39 -1.70 -0.08
H 2.29 -0.53 -2.13 0.02
H 2.22 -1.25 -0.73 -0.01
```

Results
frontier orbital gap	10.0	eV
highest occupied orbital energy	-9.446	eV

---

Most stable structure - x); separation to the second - 12.9 kcal/mol.

---

w) This record from the OMol25 dataset describes a 3-piece molecular cluster, C2H11NO3 overall. The level of theory is ωB97M-V/def2-TZVPD.

```
17
Properties=species:S:1:pos:R:3:lowdin_charge:R:1
C -0.66 -1.38 -0.89 -0.17
N -0.50 -0.42 0.25 -0.10
C 0.42 -1.14 1.20 -0.32
O -0.28 -2.17 1.81 -0.07
H -0.19 -2.54 -0.74 0.14
H -0.37 -0.89 -1.91 0.09
H -1.72 -1.56 -1.21 0.06
H -1.41 -0.24 0.62 0.08
H 1.35 -1.57 0.56 0.15
H 0.70 -0.51 2.05 0.12
H -0.85 -2.66 1.24 0.06
O -1.51 4.28 -1.23 -0.12
H -2.16 4.10 -2.02 0.09
H -1.19 3.37 -1.08 0.03
O 2.53 0.31 -0.67 0.00
H 1.73 0.37 -0.27 -0.07
H 3.10 0.83 -0.14 0.03
```

Results
frontier orbital gap	10.2	eV
highest occupied orbital energy	-9.681	eV

---

x) This record from the OMol25 dataset describes a 4-piece molecular cluster, C2H11NO3 overall. The level of theory is ωB97M-V/def2-TZVPD.

```
17
Properties=species:S:1:pos:R:3:lowdin_charge:R:1
C -1.24 1.11 -0.50 -0.07
C -2.20 0.16 -0.33 -0.29
N -2.00 -1.20 -0.52 0.00
H -0.40 0.90 -1.15 0.03
H -1.36 2.19 -0.59 0.04
H -2.99 0.51 0.36 0.11
H -0.99 -1.55 -0.90 0.12
H -2.22 -1.81 0.25 0.07
O 0.93 0.73 2.19 -0.04
H 0.23 1.24 2.59 0.03
H 0.51 0.49 1.39 -0.04
O 2.73 0.38 -0.89 -0.02
H 2.39 1.07 -0.33 0.05
H 3.57 0.20 -0.50 0.05
O 0.87 -1.79 -0.65 -0.13
H 1.52 -0.95 -0.70 0.07
H 0.64 -1.69 0.28 0.02
```

Results
frontier orbital gap	8.9	eV
highest occupied orbital energy	-8.452	eV

---

Most stable structure - x); separation to the second - 15.7 kcal/mol.

---

w) This record from the OMol25 dataset describes a 5-piece molecular cluster, C4H7ClN2S overall. The level of theory is ωB97M-V/def2-TZVPD.

```
15
Properties=species:S:1:pos:R:3:lowdin_charge:R:1
C 1.16 1.30 0.99 -0.22
C 0.96 -0.99 -1.27 -0.61
C -1.06 -0.08 0.01 -0.32
C -2.12 -0.88 -0.55 -0.48
H 0.48 1.93 -0.27 0.20
H 0.31 1.75 2.19 0.15
H 2.79 1.66 1.03 0.17
H 0.86 -0.58 1.73 0.14
H 2.08 -1.07 -1.16 0.09
H -1.15 1.04 0.64 0.14
H -2.32 -2.27 -1.19 0.23
N 1.20 -0.15 0.82 -0.17
N 0.28 -0.36 -0.19 -0.35
S 0.14 -1.45 -2.62 0.60
Cl -3.61 0.15 -0.16 0.43
```

Results
frontier orbital gap	8.0	eV
highest occupied orbital energy	-8.350	eV

---

x) This record from the OMol25 dataset describes one molecule with the formula C4H7ClN2S. The level of theory is ωB97M-V/def2-TZVPD.

```
15
Properties=species:S:1:pos:R:3:lowdin_charge:R:1
H 0.73 0.21 -2.92 0.06
N 0.24 0.87 -2.29 0.13
C 0.26 0.44 -1.12 -0.51
N 0.78 -0.75 -0.59 0.03
C 0.75 -0.79 0.86 -0.23
C -0.47 0.05 1.17 -0.64
S -2.05 -0.87 1.12 0.74
C -0.32 1.17 0.10 -0.66
Cl -1.75 2.14 -0.26 0.63
H 1.51 -1.26 -1.13 0.16
H 0.60 -1.82 1.26 0.12
H 1.62 -0.37 1.29 0.10
H -0.45 0.48 2.16 0.09
H -1.88 -1.34 -0.11 -0.13
H 0.44 1.85 0.45 0.10
```

Results
frontier orbital gap	9.9	eV
highest occupied orbital energy	-9.247	eV

---

Most stable structure - x); separation to the second - 268.5 kcal/mol.

---

w) This record from the OMol25 dataset describes one molecule with the formula CH4O2SSi. The level of theory is ωB97M-V/def2-TZVPD.

```
9
Properties=species:S:1:pos:R:3:lowdin_charge:R:1
C 0.58 1.59 -0.23 -0.56
O 0.24 -0.81 1.45 -0.76
O 0.11 0.59 -0.93 -0.35
Si -0.59 -1.64 0.35 0.88
S 0.67 0.88 1.70 0.78
H 0.09 2.60 -0.26 0.08
H -1.68 -1.09 -0.34 -0.04
H -0.18 -2.94 0.63 -0.05
H 1.63 1.70 -0.20 0.01
```

Results
frontier orbital gap	6.8	eV
highest occupied orbital energy	-8.107	eV

---

x) This record from the OMol25 dataset describes a 2-piece molecular cluster, CH4O2SSi overall. The level of theory is ωB97M-V/def2-TZVPD.

```
9
Properties=species:S:1:pos:R:3:lowdin_charge:R:1
C -0.11 0.26 -0.61 -0.43
O 2.59 0.71 -1.10 -0.37
O 1.37 1.91 0.74 -0.36
Si -1.29 -0.56 0.67 0.57
S 1.48 0.76 -0.13 0.64
H 0.24 -0.91 -2.20 0.21
H -2.28 -0.80 -0.24 -0.10
H -1.22 0.40 1.69 -0.08
H -0.78 -1.76 1.19 -0.10
```

Results
frontier orbital gap (alpha / beta)	8.0 / 8.0	eV
highest occupied orbital energy (alpha / beta)	-9.844 / -9.945	eV

---

Most stable structure - w); separation to the second - 88.0 kcal/mol.